C25H34N7O5Pt | ωB97M-V with the def2-TZVPD basis set

Last column: Mulliken charge in e.
Element x y z (Å)
1 Pt 0.36165 0.04977 0.03155  1.658
2 C 0.26358 -1.69953 4.59469  -0.957
3 N 0.45517 -2.55616 3.44220  0.073
4 C 0.32387 -4.00708 3.58293  -0.633
5 C 0.33108 -4.49180 2.12861  -0.670
6 N 0.79343 -3.31380 1.40414  0.016
7 C 1.17980 -3.36259 0.01631  -0.918
8 C 0.81892 -2.22403 2.18638  0.203
9 N 1.17212 -1.02786 1.73359  0.053
10 C 1.69492 0.01170 2.61534  -1.375
11 C 2.55784 0.92217 1.75321  -0.594
12 N 1.69408 1.45586 0.68826  0.065
13 C 2.07563 2.48130 -0.04727  0.229
14 N 1.26164 3.10056 -0.93613  0.184
15 C -0.11756 2.79309 -1.23768  -1.037
16 C 1.97891 4.10742 -1.70858  -0.517
17 C 3.22469 4.31923 -0.86334  -0.772
18 N 3.29663 3.08313 -0.07289  0.130
19 C 4.40083 3.01267 0.88088  -1.065
20 H -0.46947 -2.17727 5.24264  0.354
21 H -0.14404 -0.73796 4.29919  0.357
22 H 1.18138 -1.55615 5.16685  0.299
23 H -0.61355 -4.23730 4.08733  0.408
24 H 1.14436 -4.42145 4.17233  0.351
25 H -0.65691 -4.80677 1.78598  0.307
26 H 1.02952 -5.31348 1.97562  0.394
27 H 1.33635 -4.40628 -0.24983  0.420
28 H 2.10755 -2.81768 -0.13703  0.355
29 H 0.40296 -2.95009 -0.63365  0.128
30 H 2.30145 -0.41969 3.41444  0.547
31 H 0.90380 0.61924 3.06286  0.302
32 H 3.37466 0.33124 1.33088  0.296
33 H 2.95770 1.72950 2.36362  0.593
34 H -0.71365 2.70034 -0.33089  0.466
35 H -0.22794 1.88672 -1.85259  0.198
36 H -0.52082 3.62086 -1.81849  0.382
37 H 1.37712 5.00989 -1.79958  0.468
38 H 2.20981 3.74297 -2.71508  0.199
39 H 3.13514 5.18870 -0.20619  0.403
40 H 4.12883 4.42564 -1.45940  0.430
41 H 5.20698 3.61344 0.46669  0.357
42 H 4.77648 2.00117 0.99853  0.354
43 H 4.13706 3.43391 1.85158  0.386
44 O 1.90518 -0.60114 -1.16400  -0.711
45 N 1.72898 -0.19997 -2.43752  0.396
46 C 0.74486 -0.74539 -3.17489  0.064
47 C 0.61087 -0.39387 -4.49913  -0.924
48 C 1.50334 0.50964 -5.06011  -0.239
49 C 2.51213 1.04915 -4.27247  -0.981
50 C 2.60578 0.68132 -2.94983  -0.046
51 H 0.10828 -1.44344 -2.65090  0.475
52 H -0.18146 -0.84234 -5.08019  0.475
53 H 1.41846 0.78388 -6.10231  0.451
54 H 3.23498 1.74293 -4.67663  0.510
55 H 3.35679 1.02843 -2.25490  0.584
56 O -1.56901 0.62624 0.59223  -0.808
57 C -2.06112 -0.35576 -0.08921  1.060
58 O -1.16448 -1.15017 -0.58549  -0.852
59 C -3.47095 -0.55370 -0.27453  -0.145
60 C -3.91605 -1.64534 -1.03050  -0.606
61 C -5.26932 -1.87563 -1.22533  -1.032
62 C -6.13612 -0.97560 -0.63887  0.936
63 O -7.47655 -0.98794 -0.67474  -0.465
64 C -7.92986 0.15346 0.07214  -0.234
65 O -6.76420 0.81317 0.57090  -0.481
66 C -5.69520 0.11791 0.11670  0.686
67 C -4.36913 0.36129 0.32203  -1.023
68 H -3.19340 -2.32366 -1.46062  0.516
69 H -5.63352 -2.71412 -1.79997  0.466
70 H -8.53851 -0.19060 0.90691  0.268
71 H -8.47057 0.82073 -0.59800  0.271
72 H -4.02223 1.19698 0.91122  0.563

Forces on atoms 1 to 3 (eV/Å):
-0.1 0.5 -0.5
-0.1 0.0 0.0
0.2 -0.1 0.0

As for the net charge: +2. For the HOMO-LUMO gap (alpha / beta), the calculation gives 6.6911 / 6.0490 eV. Its calculated total energy is -1851.2871 Ha. The calculation puts the largest force on an atom at 0.69 eV/Å. As for the multiplicity: 2. The HOMO energy (alpha / beta) is -12.728 / -12.739 eV. The value obtained for the energy above the lowest of the compared OMol25 structures with the same formula, charge and spin is 3.71 kJ/mol. As for the lowest unoccupied orbital energy (alpha / beta): -6.0 / -6.7 eV.